# 1
A 2-piece molecular cluster, C5H12O2 overall at a distorted geometry. Source: the OMol25 dataset; level of theory: ωB97M-V/def2-TZVPD.

Structure (XYZ):
```
19
C5H12O2 ωB97M-V/def2-TZVPD
C -1.2885 -0.7744 -0.0015
C -0.9808 0.4878 0.7877
C -1.4395 0.5619 2.2794
C 0.7271 0.5034 0.7000
C 1.0737 0.5805 -0.7452
O 0.6227 1.4371 -1.5640
H -1.5355 -0.5961 -1.0872
H -2.2789 -1.0695 0.2384
H -0.6343 -1.6206 -0.0579
H -1.4476 1.4104 0.2819
H -1.2610 1.6135 2.7446
H -2.4815 0.0904 2.3743
H -0.9051 -0.2315 2.8826
H 1.0753 -0.3130 1.2416
H 1.0056 1.5199 1.0763
H 1.6666 -0.3186 -1.1374
O 2.6249 -1.4688 -3.3985
H 2.9595 -0.7826 -4.0252
H 2.4973 -1.0296 -2.5901
```

The SMILES is CC(C)CC=O.O. Its max |F| is 5.5 eV/A. The value obtained for the gap between HOMO and LUMO is 0.3925 Ha.

Taken from the Mulliken analysis, the atomic charges in e are: -1.35 0.49 -1.20 -0.88 0.53 -0.50 0.33 0.38 0.34 0.27 0.30 0.33 0.30 0.43 0.33 -0.09 -0.64 0.31 0.33



# 2
C40H23BrF15GeN5PtS as an isolated structure at a distorted geometry. Source: the OMol25 dataset; level of theory: ωB97M-V/def2-TZVPD.

Structure (XYZ):
```
87
C40H23BrF15GeN5PtS ωB97M-V/def2-TZVPD
Pt 1.0657 -0.2376 -0.6344
Br -1.6454 -5.4050 -4.9364
C -0.9464 -4.4087 -3.4767
C -1.0102 -4.9357 -2.1967
C -0.5170 -4.2129 -1.1304
C 0.0609 -2.9488 -1.3287
C 0.1128 -2.4460 -2.6381
C -0.3889 -3.1589 -3.7030
N 0.5657 -2.1616 -0.3083
C 0.7461 -2.6269 0.9138
C 1.2599 -1.8250 1.9546
C 1.5163 -2.3469 3.2447
C 2.0361 -1.5329 4.2137
C 2.3000 -0.1900 3.9119
C 2.0312 0.2565 2.6332
N 1.5251 -0.5207 1.6901
H -1.4493 -5.9084 -2.0279
H -0.6074 -4.6352 -0.1407
H 0.5625 -1.4692 -2.7959
H -0.3528 -2.7556 -4.7028
H 0.5278 -3.6632 1.1326
H 1.2940 -3.3864 3.4388
H 2.2394 -1.9094 5.2056
H 2.7174 0.4768 4.6498
H 2.2437 1.2809 2.3516
C 5.8458 -0.3208 -2.9015
C 5.1576 -1.5739 -2.3480
C 6.1245 -2.3346 -1.4375
C 4.7103 -2.4753 -3.5070
C 3.9563 -1.1623 -1.6097
C 2.9410 -0.8026 -1.0631
H 6.7125 -0.5989 -3.5004
H 6.1756 0.3184 -2.0848
H 5.1549 0.2385 -3.5303
H 6.9780 -2.6840 -2.0193
H 5.6323 -3.1953 -0.9892
H 6.4853 -1.6884 -0.6393
H 5.5649 -2.7562 -4.1237
H 3.9840 -1.9558 -4.1306
H 4.2456 -3.3812 -3.1219
N 3.8184 3.8519 -2.7184
C 2.9413 3.4255 -1.7888
C 2.4102 2.1202 -1.8253
N 1.5970 1.6927 -0.8710
C 1.2484 2.5520 0.0952
C 1.7722 3.8312 0.1097
N 2.6232 4.2668 -0.8033
H 4.0537 3.2859 -3.5119
H 4.1592 4.7935 -2.6600
H 2.6679 1.4305 -2.6177
H 0.5344 2.2170 0.8337
H 1.5064 4.5330 0.8885
F -2.2250 -1.8304 1.7455
C -1.9407 -0.9234 2.6898
C -1.9113 0.4086 2.3219
C -1.5389 1.3273 3.2823
F -1.4164 2.6211 2.9362
C -1.2637 0.9542 4.5893
F -0.9149 1.8642 5.5019
C -1.3514 -0.3853 4.9424
F -1.0810 -0.7635 6.1901
C -1.6883 -1.3353 3.9872
F -1.7498 -2.6246 4.3276
Ge -2.4838 0.9211 0.4690
S -1.2874 0.2877 -1.1758
C -4.3412 0.2273 0.1692
C -4.9186 0.6391 -1.0189
F -4.2011 1.4474 -1.8184
C -6.2021 0.2821 -1.3989
F -6.7195 0.6938 -2.5568
C -6.9560 -0.5105 -0.5422
F -8.1966 -0.8622 -0.8713
C -6.4151 -0.9176 0.6703
F -7.1426 -1.6561 1.5112
C -5.1209 -0.5443 1.0082
F -4.6459 -0.9114 2.2040
C -2.9845 2.8661 0.6079
C -4.0819 3.2020 1.3797
F -4.6653 2.2470 2.1232
C -4.5858 4.4903 1.4427
F -5.6437 4.7749 2.2058
C -3.9694 5.4903 0.7014
F -4.4380 6.7353 0.7420
C -2.8566 5.1886 -0.0732
F -2.2560 6.1552 -0.7734
C -2.3840 3.8836 -0.1071
F -1.3107 3.6005 -0.8575
```

Its max |F| is 3.1 eV/A. The value obtained for the gap between HOMO and LUMO is 0.2233 Ha.

Taken from the Mulliken analysis, the atomic charges in e are: -0.11 -0.20 0.08 -0.95 -0.60 1.02 0.06 -1.10 1.46 -0.11 0.17 -0.88 -0.58 -0.90 -0.46 0.40 0.42 0.31 0.46 0.46 0.24 0.54 0.45 0.48 0.44 -1.60 2.08 -1.68 -1.66 -0.38 -0.98 0.41 0.36 0.31 0.39 0.36 0.37 0.43 0.35 0.36 -0.42 0.14 0.04 0.58 -0.46 -0.65 -0.70 0.19 0.25 0.32 0.82 0.48 -0.65 0.58 0.03 0.59 -0.37 0.29 -0.35 0.48 -0.38 0.17 -0.41 0.63 -0.55 -0.71 0.10 -0.34 0.00 -0.30 0.65 -0.30 0.07 -0.31 0.63 -0.27 -0.19 0.57 -0.36 0.17 -0.30 0.66 -0.30 0.10 -0.31 0.18 -0.31



# 3
C15H30AsF6O15Rb as an isolated structure at a distorted geometry. Source: the OMol25 dataset; level of theory: ωB97M-V/def2-TZVPD.

Structure (XYZ):
```
68
C15H30AsF6O15Rb ωB97M-V/def2-TZVPD
Rb -24.5288 11.4141 -10.8052
As -25.2925 14.7018 -12.8739
F -25.2369 13.1336 -13.6703
F -25.0220 15.5416 -14.3326
F -25.2912 16.1550 -11.9552
F -25.6115 13.7716 -11.4011
F -23.5829 14.5651 -12.6416
F -26.9875 14.7948 -13.1060
C -23.3379 13.6249 -16.0429
O -22.7160 13.3065 -17.2668
C -21.4327 12.9530 -17.3004
O -20.8558 12.7224 -18.3233
O -20.8878 12.8944 -16.0858
C -19.4855 12.5901 -16.0454
H -23.0764 14.6162 -15.6807
H -23.2189 12.8460 -15.2919
H -24.4159 13.6565 -16.1943
H -18.9707 13.2388 -16.7496
H -19.3392 11.5375 -16.2743
H -19.1646 12.8019 -15.0313
C -22.5648 17.7398 -13.9159
O -21.7824 18.7152 -13.2199
C -20.7400 19.2114 -13.8563
O -20.2771 18.8067 -14.8945
O -20.2553 20.2251 -13.1384
C -19.0166 20.7716 -13.6138
H -21.9970 16.8536 -14.2003
H -22.9587 18.1567 -14.8428
H -23.3704 17.4948 -13.2352
H -19.2294 21.5660 -14.3297
H -18.4093 19.9971 -14.0672
H -18.5396 21.2227 -12.7478
C -25.5791 21.4829 -17.0042
O -26.5952 20.8398 -16.2447
C -26.1923 19.7710 -15.5493
O -25.1071 19.2626 -15.6325
O -27.1869 19.3794 -14.7709
C -26.8792 18.2831 -13.9118
H -25.9444 22.4719 -17.2681
H -25.3607 20.9276 -17.9162
H -24.6636 21.6019 -16.4253
H -27.7488 17.9755 -13.3474
H -26.0521 18.5919 -13.2674
H -26.4767 17.4365 -14.4686
C -30.5090 13.8828 -19.5736
O -29.2887 13.4610 -18.9883
C -29.2306 13.5391 -17.6598
O -30.0731 14.0157 -16.9480
O -28.0854 12.9954 -17.2618
C -27.7158 13.2333 -15.9077
H -30.6165 13.3582 -20.5193
H -30.4951 14.9531 -19.8031
H -31.3578 13.7127 -18.9160
H -28.1860 12.5088 -15.2443
H -27.9798 14.2468 -15.6122
H -26.6379 13.1404 -15.8252
C -26.2985 18.0273 -9.4646
O -27.5759 18.1252 -8.8407
C -27.7569 17.4336 -7.7263
O -26.9357 16.7609 -7.1600
O -29.0107 17.6577 -7.3175
C -29.4930 16.8065 -6.2905
H -26.2159 18.7337 -10.2839
H -26.1092 17.0297 -9.8535
H -25.5393 18.2860 -8.7237
H -28.6944 16.4675 -5.6318
H -29.9711 15.9338 -6.7382
H -30.2143 17.3608 -5.6981
```

Its max |F| is 1.3 eV/A. The value obtained for the gap between HOMO and LUMO is 0.3232 Ha.

Taken from the Mulliken analysis, the atomic charges in e are: 1.03 1.99 -0.56 -0.35 -0.40 -0.60 -0.51 -0.51 -0.31 -0.33 0.69 -0.58 -0.29 -0.66 0.16 0.33 0.13 0.31 0.28 0.22 -0.35 -0.28 0.71 -0.57 -0.35 -0.67 0.29 0.30 0.09 0.27 0.34 0.23 -0.65 -0.36 0.73 -0.53 -0.37 -0.30 0.23 0.28 0.31 0.32 0.20 0.10 -0.66 -0.32 0.78 -0.56 -0.31 -0.36 0.23 0.27 0.33 0.30 0.32 -0.03 -0.52 -0.31 0.81 -0.57 -0.33 -0.66 0.22 0.18 0.34 0.33 0.26 0.23